# 1
Below is 4 unconnected molecules or ions with the total composition C4H16O3 in a non-equilibrium geometry, with properties calculated with ωB97M-V with the def2-TZVPD basis set.

```
23
C4H16O3, DFT ωB97M-V with the def2-TZVPD basis set
C 0.023 1.765 -0.708
C 1.120 1.252 0.346
C 1.790 0.016 -0.253
C 1.890 -0.982 0.955
H -0.935 1.831 -0.199
H 0.014 1.010 -1.497
H 0.351 2.643 -1.250
H 0.387 1.078 1.147
H 1.791 2.088 0.598
H 1.108 -0.508 -0.950
H 2.849 0.146 -0.565
H 2.253 -2.006 0.700
H 1.026 -1.123 1.577
H 2.751 -0.583 1.522
O -1.265 -1.419 1.883
H -1.315 -0.575 1.428
H -1.486 -2.037 1.169
O -1.053 -1.308 -0.987
H -1.838 -1.826 -1.192
H -0.554 -1.339 -1.805
O -3.075 0.596 -0.986
H -2.694 -0.118 -0.457
H -3.138 1.401 -0.478
```

The electronic energy is -10548.745 eV. Its multiplicity is 1. The orbital gap comes out at 10.6482 eV. The calculation puts the LUMO energy at 0.272 eV. As for the SMILES: CCCC.O.O.O.

natural (NBO) population analysis, charges in e, atoms 1 to 6: -0.592 -0.410 -0.409 -0.610 0.189 0.197


# 2
Below is 4 unconnected molecules or ions with the total composition C4H16O3 in a non-equilibrium geometry, with properties calculated with ωB97M-V with the def2-TZVPD basis set.

```
23
C4H16O3, DFT ωB97M-V with the def2-TZVPD basis set
C -0.166 -0.742 -1.552
C -1.479 -0.617 -0.644
C -1.880 0.817 -0.187
C -0.987 1.313 0.924
H 0.865 -0.511 -1.204
H -0.177 -1.796 -1.737
H -0.528 -0.212 -2.476
H -2.313 -0.911 -1.360
H -1.437 -1.304 0.199
H -2.861 0.923 0.354
H -1.954 1.597 -0.935
H 0.049 1.361 0.613
H -1.235 2.358 1.136
H -1.128 0.691 1.797
O 2.225 -0.659 2.160
H 1.253 -0.499 2.279
H 2.579 0.267 2.234
O 2.587 1.204 -4.316
H 2.299 0.302 -4.499
H 3.553 1.055 -4.323
O 0.266 -1.463 4.262
H 0.932 -1.848 3.682
H -0.463 -1.329 3.593
```

The electronic energy is -10549.073 eV. Its multiplicity is 1. The orbital gap comes out at 11.7638 eV. The calculation puts the LUMO energy at 0.566 eV. As for the SMILES: CCCC.O.O.O.

natural (NBO) population analysis, charges in e, atoms 1 to 6: -0.626 -0.388 -0.406 -0.603 0.221 0.206


# 3
Below is 4 unconnected molecules or ions with the total composition C4H16O4, with properties calculated with ωB97M-V with the def2-TZVPD basis set.

```
24
C4H16O4, DFT ωB97M-V with the def2-TZVPD basis set
C 12.863 -5.426 13.302
C 13.850 -5.318 12.147
O 15.143 -4.915 12.620
H 11.944 -5.963 13.079
H 12.635 -4.429 13.679
H 13.405 -5.992 14.068
H 13.532 -4.608 11.380
H 14.028 -6.290 11.688
H 15.035 -4.244 13.300
C 10.249 -13.083 12.187
C 10.230 -12.059 13.315
O 10.468 -10.740 12.787
H 10.250 -14.116 12.538
H 11.100 -12.921 11.525
H 9.360 -12.992 11.552
H 11.056 -12.257 13.993
H 9.268 -12.093 13.826
H 9.679 -10.502 12.291
O 12.417 -8.851 12.304
H 11.952 -9.625 12.662
H 12.713 -8.351 13.069
O 10.940 -8.609 9.954
H 11.263 -9.445 9.608
H 11.478 -8.458 10.751
```

The electronic energy is -12597.105 eV. Its multiplicity is 1. The orbital gap comes out at 10.8853 eV. The calculation puts the LUMO energy at 0.614 eV. As for the SMILES: CCO.CCO.O.O.

natural (NBO) population analysis, charges in e, atoms 1 to 6: -0.649 -0.062 -0.724 0.223 0.204 0.205


Calculated energy above the lowest of the compared OMol25 structures with the same formula, charge and spin, 39.9, 32.3, 16.9 kcal/mol (same order as the records).